{"formula": "C9H25N5O4P3", "method": "ωB97M-V/def2-TZVPD", "symbols": ["O", "P", "O", "O", "P", "N", "C", "C", "N", "C", "H", "H", "H", "H", "H", "H", "H", "O", "P", "N", "C", "C", "N", "C", "C", "N", "C", "C", "H", "H", "H", "H", "H", "H", "H", "H", "H", "H", "H", "H", "H", "H", "H", "H", "H", "H"], "positions_angstrom": [[5.120131, -4.527219, -0.372669], [5.435047, -3.154236, -0.783831], [5.295914, -2.918175, -2.364573], [6.939591, -2.833162, -0.316817], [4.070437, -1.741828, 0.202294], [2.527675, -2.602559, 0.173498], [1.519647, -2.376610, 1.097175], [0.540372, -3.240288, 0.740238], [0.958971, -3.941112, -0.358443], [2.175550, -3.529594, -0.711819], [5.073686, -3.757278, -2.797341], [6.927667, -3.053231, 0.631926], [3.980499, -0.564533, -0.582921], [1.488756, -1.677718, 1.921767], [-0.434120, -3.388464, 1.187548], [0.490804, -4.668170, -0.883312], [2.775127, -3.893230, -1.534057], [-1.047516, -0.375758, 0.498651], [-1.711343, 0.848489, -0.119576], [-0.327442, 1.866113, -0.149254], [0.114127, 2.854180, 0.809514], [0.705537, 1.504643, -1.105332], [-2.866484, 1.069483, 1.152594], [-2.841845, 2.133800, 2.139901], [-3.298463, -0.162861, 1.816899], [-2.561126, 1.998941, -1.074502], [-2.379735, 3.431731, -1.173277], [-3.863861, 1.540317, -1.571500], [0.533403, 3.721492, 0.288020], [0.885461, 2.459129, 1.485237], [-0.690732, 3.249446, 1.421384], [0.439406, 1.851009, -2.112472], [0.845154, 0.417384, -1.151185], [1.671882, 1.940682, -0.848919], [-1.928423, 2.112819, 2.747234], [-3.685158, 2.036479, 2.825446], [-2.967970, 3.119109, 1.690332], [-2.589470, -0.482324, 2.592296], [-3.406135, -0.976483, 1.101069], [-4.277855, -0.024167, 2.279287], [-2.417144, 3.940833, -0.209408], [-3.159070, 3.879455, -1.791329], [-1.438040, 3.689432, -1.662616], [-4.666025, 1.782560, -0.867610], [-3.857493, 0.458997, -1.718560], [-4.099395, 1.982476, -2.540984]], "forces_ev_per_angstrom": [[-1.01, 0.05, 0.06], [0.63, -1.18, -0.61], [0.30, 0.25, 0.70], [-1.36, 0.94, -0.44], [1.02, 0.53, 1.81], [1.33, 1.14, -0.83], [-0.70, -0.96, -0.45], [-0.93, 0.02, 0.59], [0.63, -0.22, -0.77], [-0.67, 0.03, 0.55], [0.35, 0.01, -0.06], [0.52, -0.01, -0.09], [-0.45, -0.65, -0.54], [0.49, 0.04, -0.35], [0.22, 0.04, -0.17], [-0.32, 0.10, 0.35], [-0.17, 0.03, 0.22], [-0.78, -1.59, -3.27], [1.17, 4.89, 5.04], [0.45, 0.40, -0.07], [-0.07, 0.05, 0.22], [-0.39, -0.30, -0.27], [-0.73, -1.18, 0.40], [-0.05, 0.59, -0.33], [0.27, -0.25, -0.02], [-0.99, -2.66, -1.67], [1.10, 0.37, -0.42], [-0.15, -0.03, 0.17], [0.06, -0.06, -0.04], [-0.01, 0.05, 0.04], [-0.09, -0.15, -0.03], [0.15, -0.04, -0.07], [0.01, -0.01, 0.00], [-0.11, 0.11, 0.14], [-0.04, 0.05, 0.04], [-0.03, -0.21, -0.11], [0.25, 0.04, -0.06], [-0.05, -0.08, 0.01], [0.09, 0.02, 0.04], [0.04, 0.23, -0.02], [0.06, -0.13, 0.10], [-0.14, -0.36, -0.01], [0.04, 0.02, 0.14], [0.00, 0.03, -0.02], [-0.03, 0.00, 0.07], [0.10, 0.02, 0.01]], "gap_ev": 7.49, "mol_weight_g_mol": 360.3, "total_charge": 1, "e_tot_ha": -1956.491539, "largest_force_ev_per_a": 7.121, "homo_ev": -10.5}

{"formula": "C43H48FN9O5ReSSe", "method": "ωB97M-V/def2-TZVPD", "symbols": ["Re", "C", "C", "N", "C", "C", "C", "S", "N", "C", "O", "C", "C", "C", "C", "C", "C", "H", "H", "H", "H", "H", "H", "H", "H", "H", "H", "H", "H", "H", "H", "H", "F", "C", "C", "N", "C", "C", "O", "O", "C", "O", "N", "C", "O", "H", "H", "H", "H", "C", "C", "C", "C", "N", "C", "Se", "N", "C", "C", "C", "C", "C", "C", "C", "C", "C", "C", "H", "H", "H", "H", "H", "H", "H", "H", "H", "H", "H", "H", "H", "H", "H", "H", "H", "H", "H", "H", "H", "H", "N", "C", "C", "C", "C", "C", "C", "C", "N", "C", "C", "N", "C", "H", "H", "H", "H", "H", "H", "H"], "positions_angstrom": [[0.537563, -0.199577, -0.214942], [0.327381, -0.312369, 5.472162], [1.725880, -0.135789, 4.893327], [1.826537, 1.056153, 4.042666], [2.186665, 2.305513, 4.741160], [3.688501, 2.546253, 4.730221], [1.626955, 1.062097, 2.735482], [1.071022, -0.487281, 2.055071], [1.841261, 2.196577, 2.096004], [1.772147, 2.472758, 0.809766], [1.368663, 1.680647, -0.119503], [2.121165, 3.844635, 0.407087], [2.379026, 4.816348, 1.378330], [2.669938, 6.113215, 0.997337], [2.708161, 6.449568, -0.349902], [2.458451, 5.485983, -1.320274], [2.165907, 4.186564, -0.946911], [0.333555, -1.102139, 6.221825], [-0.382963, -0.586206, 4.690469], [-0.016386, 0.605498, 5.949475], [2.023119, -1.012575, 4.322874], [2.454886, -0.006516, 5.692080], [1.817669, 2.203056, 5.761204], [1.655437, 3.127148, 4.269228], [4.222768, 1.740321, 5.234145], [3.915325, 3.476560, 5.249264], [4.053315, 2.624797, 3.706454], [2.335465, 4.546111, 2.423327], [2.865691, 6.866094, 1.748380], [2.936039, 7.464733, -0.646586], [2.495163, 5.750154, -2.368518], [1.978333, 3.437169, -1.701405], [-0.825202, 6.101919, 0.507034], [-1.002990, 4.795627, 0.436528], [-1.183132, 4.185076, -0.737638], [-1.344475, 2.805335, -0.825662], [-1.424089, 2.136531, -2.130475], [-0.046592, 1.570737, -2.532431], [0.734559, 2.247508, -3.146789], [0.155512, 0.324351, -2.160795], [-1.306819, 2.044177, 0.279265], [-1.359005, 0.776774, 0.227115], [-1.197498, 2.670357, 1.464926], [-0.949548, 4.048730, 1.689356], [-0.718257, 4.457927, 2.789570], [-1.195566, 4.733675, -1.668203], [-1.726639, 2.866922, -2.874739], [-2.157109, 1.336222, -2.063723], [-1.155263, 2.075899, 2.284705], [-5.170084, 0.521907, 2.533545], [-4.116927, -0.308240, 1.805701], [-3.179357, -1.003895, 2.789931], [-2.132623, -1.926640, 2.162117], [-2.649556, -2.798696, 1.109250], [-2.132949, -2.911624, -0.126357], [-0.495741, -2.297254, -0.883150], [-2.903471, -3.740297, -0.848509], [-2.791128, -4.038412, -2.280377], [-3.657294, -3.093684, -3.108687], [-3.426274, -3.266784, -4.608393], [-3.705182, -4.683045, -5.108239], [-3.961174, -4.170016, -0.060233], [-5.029898, -5.012587, -0.349238], [-5.917664, -5.258189, 0.675645], [-5.736684, -4.695790, 1.949677], [-4.676396, -3.861430, 2.233303], [-3.791326, -3.591225, 1.191418], [-5.844123, 1.006258, 1.828241], [-4.711251, 1.299485, 3.147496], [-5.772268, -0.108089, 3.189766], [-3.533509, 0.325755, 1.134642], [-4.621567, -1.048458, 1.179655], [-3.766679, -1.538071, 3.537242], [-2.614149, -0.245651, 3.341507], [-1.657680, -2.545660, 2.926256], [-1.365453, -1.322804, 1.692248], [-3.088037, -5.077158, -2.413827], [-1.746694, -3.951323, -2.571113], [-3.422346, -2.066775, -2.811488], [-4.710894, -3.267006, -2.872851], [-2.397291, -2.984696, -4.849833], [-4.076014, -2.564638, -5.132683], [-2.959660, -5.395953, -4.752363], [-3.686920, -4.714528, -6.196254], [-4.690178, -5.026084, -4.784231], [-5.154677, -5.464870, -1.323314], [-6.766267, -5.904085, 0.499547], [-6.445348, -4.929798, 2.731875], [-4.538281, -3.462428, 3.226472], [8.694968, 0.254947, -6.951057], [7.926812, 0.028658, -6.128958], [6.966773, -0.253773, -5.097431], [5.735654, 0.395786, -5.092909], [4.813895, 0.127123, -4.099265], [5.123208, -0.789777, -3.103064], [6.346598, -1.442528, -3.102298], [7.266748, -1.175967, -4.100017], [4.168549, -1.065058, -2.065253], [4.236794, -2.080489, -1.127369], [3.129028, -1.983277, -0.358454], [2.384084, -0.911072, -0.810648], [3.041082, -0.383158, -1.837417], [5.500474, 1.106858, -5.872126], [3.857758, 0.630555, -4.126420], [6.607615, -2.151117, -2.330225], [8.221862, -1.681778, -4.103766], [5.041439, -2.789113, -1.082375], [2.816831, -2.584612, 0.476050], [2.702316, 0.477003, -2.388734]], "forces_ev_per_angstrom": [[-1.27, 0.78, -0.30], [0.07, 0.03, -0.05], [-0.15, -0.08, 0.06], [-0.05, 0.02, -0.07], [0.14, 0.11, 0.03], [-0.05, -0.04, -0.04], [-0.20, -0.21, -0.01], [0.14, -0.17, -0.60], [0.33, 0.24, -0.01], [-0.36, -0.14, 0.17], [0.30, -0.21, -0.08], [0.12, 0.05, -0.07], [-0.01, -0.08, -0.01], [0.01, 0.06, -0.02], [0.00, -0.01, 0.02], [-0.02, -0.01, -0.01], [0.08, -0.01, 0.01], [-0.01, -0.01, -0.01], [-0.02, 0.02, 0.00], [-0.01, -0.01, 0.03], [0.06, 0.01, 0.03], [0.02, 0.03, -0.02], [-0.02, -0.01, -0.01], [-0.04, -0.01, 0.01], [0.01, 0.00, -0.01], [0.00, -0.01, 0.02], [0.01, 0.01, 0.01], [0.01, 0.02, 0.00], [-0.01, -0.01, 0.01], [0.00, 0.01, 0.01], [0.01, -0.01, -0.01], [0.00, 0.00, -0.01], [0.00, -0.03, 0.03], [-0.04, 0.04, -0.08], [-0.07, 0.07, 0.02], [-0.02, -0.12, 0.12], [0.11, -0.16, -0.14], [-0.31, 0.35, -0.02], [0.13, -0.12, -0.08], [0.49, -0.27, 1.00], [0.02, 0.26, -0.04], [0.53, -0.23, -0.07], [-0.08, -0.06, 0.02], [-0.07, -0.05, -0.03], [-0.01, 0.03, 0.05], [0.01, -0.01, -0.01], [-0.03, 0.04, 0.05], [-0.03, 0.03, -0.01], [0.00, 0.04, -0.02], [0.05, -0.02, -0.05], [-0.04, 0.03, 0.09], [-0.03, -0.02, -0.14], [0.01, 0.05, 0.10], [0.03, 0.09, -0.08], [-0.18, 0.00, 0.16], [0.38, -0.11, 0.16], [0.06, 0.10, -0.05], [-0.06, 0.05, -0.08], [0.08, -0.02, 0.01], [-0.05, -0.09, 0.02], [0.02, 0.09, 0.01], [-0.02, -0.01, 0.07], [0.01, -0.05, -0.03], [0.02, 0.03, 0.01], [-0.01, -0.01, -0.01], [0.04, 0.01, 0.06], [-0.05, -0.08, -0.05], [-0.01, 0.01, 0.01], [0.00, 0.00, 0.01], [-0.01, 0.02, 0.01], [-0.01, -0.05, -0.04], [0.02, -0.01, -0.01], [0.00, 0.01, 0.01], [-0.02, -0.02, 0.08], [0.00, -0.02, -0.01], [0.00, -0.04, -0.02], [0.03, -0.01, 0.02], [0.02, -0.05, 0.03], [-0.02, 0.00, 0.00], [0.00, 0.02, 0.02], [-0.01, 0.02, -0.01], [0.03, 0.02, -0.01], [-0.02, -0.02, 0.00], [0.00, -0.03, 0.00], [-0.01, -0.01, -0.01], [-0.02, 0.02, -0.01], [0.00, -0.01, 0.01], [0.00, 0.00, 0.00], [-0.01, 0.02, -0.01], [0.01, 0.01, -0.02], [0.00, -0.01, 0.00], [-0.01, -0.02, 0.04], [0.03, 0.00, -0.01], [-0.09, -0.02, 0.03], [0.08, 0.04, -0.09], [-0.02, -0.01, 0.08], [0.00, 0.02, -0.04], [0.01, -0.03, 0.01], [-0.03, -0.07, 0.04], [0.01, 0.03, -0.10], [0.01, -0.13, -0.16], [0.05, 0.11, 0.16], [0.00, 0.00, 0.00], [-0.01, 0.00, -0.02], [0.00, 0.01, 0.01], [0.00, 0.00, 0.00], [0.02, 0.01, -0.05], [-0.01, -0.02, 0.00], [0.01, -0.01, -0.04]], "gap_ev": [5.88, 6.36], "mol_weight_g_mol": 1087.1, "multiplicity": 2, "total_charge": 2, "s2": 0.759, "e_tot_ha": -5513.816256, "largest_force_ev_per_a": 1.522, "homo_ev": [-13.3, -13.4]}

{"formula": "C4H8N2O", "method": "ωB97M-V/def2-TZVPD", "symbols": ["C", "C", "O", "C", "N", "C", "N", "H", "H", "H", "H", "H", "H", "H", "H"], "positions_angstrom": [[0.672698, 1.232679, -1.154012], [0.495348, -0.144730, -0.586859], [0.919259, -0.148171, 2.210982], [-0.850869, -0.833795, -0.660490], [-1.772283, -0.027613, 0.142437], [1.387324, -0.659108, 0.225621], [1.847666, -0.881975, 1.361647], [1.536020, 1.724946, -0.698168], [-0.231563, 1.800213, -0.909500], [0.795971, 1.231008, -2.241070], [1.326643, -0.095067, 3.082626], [-0.735483, -1.869894, -0.309209], [-1.226468, -0.859765, -1.688989], [-1.460098, -0.038836, 1.111020], [-2.704170, -0.429896, 0.113965]], "forces_ev_per_angstrom": [[0.04, 0.07, -0.09], [0.10, -0.03, 0.07], [-0.01, 0.10, 0.51], [0.09, -0.19, -0.24], [-0.08, -0.14, 0.15], [-0.19, 0.17, 0.43], [-0.31, 0.19, -0.47], [-0.12, -0.05, -0.14], [0.14, -0.07, -0.09], [-0.02, -0.04, 0.08], [0.31, -0.25, -0.03], [-0.05, 0.15, -0.11], [0.06, -0.02, 0.07], [-0.06, 0.02, -0.12], [0.10, 0.08, -0.02]], "gap_ev": 10.26, "smiles": "CC(=C=NO)CN", "mol_weight_g_mol": 100.1, "e_tot_ha": -341.842159, "largest_force_ev_per_a": 0.591, "homo_ev": -9.4}